{"formula": "C51H57N9O12S3", "method": "the ωB97M-V functional and the def2-TZVPD basis", "symbols": ["O", "S", "O", "O", "C", "C", "O", "H", "H", "H", "H", "O", "S", "O", "O", "C", "C", "O", "H", "H", "H", "H", "O", "S", "O", "O", "C", "C", "O", "H", "H", "H", "H", "C", "C", "C", "N", "C", "C", "H", "H", "H", "H", "H", "C", "C", "C", "N", "C", "C", "H", "H", "H", "H", "H", "C", "C", "C", "N", "C", "C", "H", "H", "H", "H", "H", "C", "C", "C", "N", "C", "C", "H", "H", "H", "H", "H", "C", "C", "C", "N", "C", "C", "H", "H", "H", "H", "H", "C", "C", "C", "N", "C", "C", "H", "H", "H", "H", "H", "C", "C", "C", "N", "C", "C", "H", "H", "H", "H", "H", "C", "C", "C", "N", "C", "C", "H", "H", "H", "H", "H", "C", "C", "C", "N", "C", "C", "H", "H", "H", "H", "H"], "positions_angstrom": [[8.316, -21.911, 8.076], [9.313, -21.351, 8.948], [9.132, -21.617, 10.350], [10.715, -21.941, 8.507], [11.616, -20.952, 8.066], [10.786, -19.746, 7.609], [9.738, -19.791, 8.589], [12.339, -20.734, 8.852], [12.244, -21.236, 7.221], [10.406, -19.922, 6.602], [11.421, -18.864, 7.692], [8.773, -28.959, 13.131], [7.327, -29.254, 13.032], [6.358, -28.443, 13.793], [6.873, -29.444, 11.430], [6.669, -30.793, 11.065], [7.231, -31.694, 12.220], [7.105, -30.880, 13.378], [5.597, -30.906, 10.905], [7.164, -31.108, 10.147], [8.248, -32.055, 12.065], [6.590, -32.574, 12.271], [4.996, -20.469, 10.661], [4.163, -19.973, 11.776], [2.694, -20.168, 11.774], [4.864, -20.304, 13.221], [4.645, -19.188, 14.063], [4.463, -17.939, 13.196], [4.496, -18.344, 11.851], [3.874, -19.447, 14.788], [5.527, -19.063, 14.691], [5.360, -17.334, 13.322], [3.452, -17.555, 13.332], [5.541, -25.224, 9.043], [5.742, -23.907, 9.420], [6.610, -23.727, 10.456], [7.043, -24.695, 11.330], [6.833, -25.952, 10.891], [6.083, -26.223, 9.739], [4.937, -25.445, 8.175], [5.503, -23.099, 8.744], [6.866, -22.727, 10.772], [7.295, -26.677, 11.545], [5.916, -27.271, 9.541], [9.339, -22.752, 13.074], [10.549, -22.165, 13.435], [10.605, -21.516, 14.714], [9.490, -21.326, 15.485], [8.387, -21.973, 15.087], [8.204, -22.605, 13.891], [9.214, -23.266, 12.133], [11.390, -22.337, 12.779], [11.512, -20.998, 14.985], [7.508, -21.625, 15.608], [7.259, -22.971, 13.517], [6.560, -26.728, 3.536], [6.225, -28.009, 3.987], [5.133, -28.144, 4.850], [4.476, -27.128, 5.323], [4.783, -25.884, 4.915], [5.813, -25.605, 4.016], [7.427, -26.662, 2.894], [6.808, -28.856, 3.656], [4.636, -29.099, 4.938], [4.164, -25.122, 5.365], [6.077, -24.594, 3.743], [8.372, -18.517, 12.727], [8.969, -17.305, 12.889], [9.010, -16.364, 11.865], [8.416, -16.633, 10.655], [8.014, -17.889, 10.452], [7.941, -18.874, 11.452], [8.261, -19.186, 13.567], [9.354, -16.860, 13.795], [9.525, -15.427, 12.018], [7.603, -18.147, 9.487], [7.545, -19.868, 11.304], [1.591, -22.510, 6.773], [1.060, -22.052, 5.548], [1.931, -21.749, 4.468], [3.278, -21.936, 4.572], [3.777, -22.191, 5.798], [2.952, -22.521, 6.923], [1.056, -22.677, 7.696], [-0.005, -21.874, 5.515], [1.601, -21.421, 3.493], [4.840, -22.355, 5.702], [3.394, -22.868, 7.845], [2.663, -31.066, 11.881], [3.272, -30.028, 12.635], [3.771, -28.880, 11.983], [3.648, -28.700, 10.662], [2.984, -29.668, 9.913], [2.509, -30.862, 10.455], [2.315, -31.958, 12.380], [3.471, -30.027, 13.696], [4.409, -28.241, 12.576], [2.701, -29.454, 8.893], [1.955, -31.561, 9.845], [9.911, -25.071, 6.766], [8.578, -25.741, 7.027], [8.492, -27.063, 6.774], [9.552, -27.746, 6.241], [10.771, -27.167, 5.920], [10.953, -25.837, 6.179], [10.145, -24.033, 6.952], [7.786, -25.265, 7.585], [7.617, -27.646, 7.020], [11.579, -27.705, 5.445], [11.874, -25.378, 5.852], [10.543, -26.603, 11.166], [10.561, -25.454, 10.391], [11.721, -24.960, 9.962], [12.961, -25.460, 10.344], [12.982, -26.583, 11.111], [11.761, -27.145, 11.536], [9.577, -27.021, 11.406], [9.632, -24.940, 10.194], [11.676, -24.085, 9.331], [13.960, -26.980, 11.338], [11.899, -28.036, 12.131], [-0.206, -26.185, 8.666], [-0.907, -25.654, 7.593], [-0.313, -25.610, 6.375], [0.990, -25.916, 6.182], [1.678, -26.347, 7.265], [1.117, -26.595, 8.495], [-0.724, -26.404, 9.588], [-1.962, -25.450, 7.697], [-0.984, -25.395, 5.556], [2.682, -26.701, 7.080], [1.625, -27.077, 9.317]], "atomic_forces_ev_per_a": [[0.688, 1.161, 0.209], [-0.253, -0.663, -0.028], [0.431, 1.320, -1.200], [0.265, -0.490, -0.397], [1.391, 0.870, -0.825], [0.535, -1.668, 0.946], [-1.415, -0.509, 0.639], [-0.364, 0.262, 0.336], [-0.347, -0.862, -0.067], [-0.186, 0.294, 0.062], [-0.681, 0.261, 0.106], [-3.561, -0.467, -0.500], [0.803, -0.642, 0.456], [2.285, -2.090, -2.058], [1.026, 1.210, 1.675], [0.080, -1.374, 0.347], [-0.879, 0.685, -1.045], [0.020, 1.545, 0.383], [-0.057, -0.216, 0.291], [0.262, 0.745, -0.116], [0.157, 0.476, 0.030], [-0.088, 0.146, 0.559], [-2.108, 0.607, 2.957], [-0.084, 0.604, -2.528], [3.687, 0.244, 0.466], [-0.708, -0.238, -1.967], [0.562, -0.190, 1.638], [-0.443, -0.323, 0.229], [-0.270, -2.477, -0.919], [-0.563, 0.349, -0.430], [0.286, -0.204, -0.271], [-0.682, 0.694, 0.167], [0.470, 0.870, 0.563], [-1.541, 1.051, -1.447], [1.202, -0.445, -1.016], [-0.104, 0.355, 2.618], [-0.034, -0.105, -2.225], [-0.110, 1.755, 0.565], [1.233, -2.377, 2.085], [-0.138, -0.073, -0.168], [-0.311, 0.206, 0.297], [0.099, 0.202, -0.083], [-0.278, -0.529, -0.196], [-0.115, -0.019, -0.426], [-0.449, 0.330, 0.236], [-0.842, -0.446, 1.737], [-1.573, 0.029, -1.423], [2.078, -1.105, -0.900], [-0.827, 2.229, 0.085], [1.454, -0.754, -1.159], [0.154, -0.033, -0.032], [0.310, 0.378, 0.198], [0.037, -0.014, 0.381], [-0.274, -0.552, 0.615], [-0.128, -0.112, 0.335], [-0.663, 0.099, 1.269], [0.019, 0.998, -0.231], [0.436, -0.634, -1.561], [-0.995, 1.320, 0.289], [0.675, -0.390, 0.114], [0.481, -1.610, -0.053], [-0.052, 0.454, -0.150], [-0.136, -0.140, -0.028], [0.389, -0.442, 0.725], [0.032, 0.342, -0.114], [-0.166, 0.027, -0.125], [-0.334, -0.961, -0.347], [0.593, 2.582, 0.121], [-1.313, -1.774, -1.607], [1.511, 0.147, 0.820], [-0.711, -0.233, 0.817], [0.329, 0.670, 0.544], [0.091, -0.244, 0.043], [0.082, -0.817, 0.595], [-0.294, 0.257, -0.214], [0.027, 0.262, -0.276], [-0.087, 0.103, -0.348], [0.369, 1.174, -0.533], [0.696, 0.295, -0.067], [0.505, -1.117, 1.740], [-1.110, 0.866, 0.900], [-1.436, -1.324, -0.789], [1.726, 0.032, -1.460], [-0.753, -0.268, -0.363], [-0.087, -0.081, -0.437], [-0.310, -0.021, 0.032], [0.298, 0.170, 0.928], [0.127, 0.210, 0.100], [0.598, 1.781, -0.800], [-0.101, -0.403, -1.250], [-0.292, -1.716, -1.118], [-0.818, -0.934, -0.786], [0.100, 0.531, 2.122], [0.417, 0.585, 2.197], [-0.090, -0.086, -0.107], [-0.312, -0.595, 0.158], [-0.247, 0.626, -0.292], [0.559, 0.342, -0.218], [0.132, -0.120, -0.031], [-1.682, -2.523, -0.477], [3.567, 2.926, 0.447], [2.615, -1.296, -1.103], [1.313, -0.381, -0.689], [-3.744, -0.445, 1.100], [-1.244, 1.686, 0.521], [-0.583, 0.125, 0.229], [0.008, 0.484, -0.273], [-0.110, -0.089, -0.130], [-0.340, -0.701, 0.075], [0.149, 0.265, 0.309], [0.412, -0.128, 0.112], [-1.879, -0.709, 0.720], [3.441, 0.159, 0.490], [-1.075, -0.435, -0.422], [-1.945, 2.317, -1.340], [1.083, -0.689, 0.054], [0.200, -0.260, 0.439], [-0.143, -0.057, -0.355], [0.588, 0.125, -0.055], [-0.050, -0.095, 0.223], [-0.648, -0.196, 0.143], [0.234, -0.449, 0.063], [-0.554, -0.624, 1.455], [1.256, -0.194, -0.556], [-0.508, 0.061, 0.601], [-0.195, -0.495, -1.300], [-1.325, 0.741, 0.562], [0.004, 0.205, 0.199], [-0.064, 0.201, -0.014], [0.561, 0.266, -0.645], [0.314, 0.290, -0.264], [0.360, 0.050, -0.113]], "total_energy_ha": -4567.5524, "largest_force_ev_per_a": 4.63, "homo_lumo_gap_ha": 0.346, "homo_energy_ev": -9.137}